[1]
Formula: C33H56N2O21
Source: the Open Molecules 2025 dataset
Level of theory: ωB97M-V/def2-TZVPD

```
112
Properties=species:S:1:pos:R:3:forces:R:3:lowdin_charge:R:1
H 4.853268 -1.332545 -0.359321 -0.04 -0.39 -1.34 0.108
C -5.402732 2.098455 -0.746321 -0.07 -0.39 0.47 -0.171
H 0.383268 0.986455 7.932679 0.01 0.68 -0.56 0.090
O 2.798268 0.758455 -3.149321 0.70 -3.22 -0.57 -0.033
C 1.605268 -5.940545 -1.824321 1.36 1.23 -1.72 -0.290
O 1.170268 -6.379545 -0.565321 0.34 -0.57 -0.95 0.098
C 3.374268 -0.253545 0.867679 -1.01 -1.08 -1.88 -0.236
C -6.104732 0.812455 -0.981321 0.74 1.32 0.28 -0.221
H 1.359268 -0.603545 0.160679 -1.69 1.19 0.47 0.032
H -4.487732 -1.740545 -0.333321 -2.24 -0.07 0.70 0.057
H -0.689732 -0.320545 7.573679 0.66 -0.25 -0.46 0.112
H -5.521732 2.723455 -1.627321 -0.13 0.06 -0.08 0.111
C 4.282268 -2.496545 -3.566321 0.17 -1.85 -0.24 -0.068
C 3.137268 -6.279545 -1.888321 -0.45 0.26 -0.12 -0.039
C -0.984732 -2.077545 -3.098321 -3.20 -2.17 -1.42 -0.208
H -6.920732 3.133455 0.472679 -0.94 -0.14 -0.50 0.099
H -1.330732 1.396455 -3.185321 -0.79 0.25 -0.32 0.066
C -1.400732 2.169455 1.671679 -3.14 -1.74 -2.04 -0.533
N -6.682732 -0.158545 -1.146321 -0.36 -0.82 -0.11 0.137
H 1.329268 1.696455 2.359679 1.02 0.35 0.56 0.134
H -0.421732 4.119455 -2.466321 -0.72 -0.18 -0.73 0.081
H 3.590268 2.483455 -3.958321 -0.71 0.02 0.18 0.116
C 0.045268 -1.109545 -2.705321 0.49 -0.61 -0.31 -0.190
H -1.150732 4.896455 0.359679 -0.04 -0.24 1.60 0.119
C -0.663732 -5.208545 1.670679 0.70 1.50 -0.11 0.002
H -1.802732 -0.954545 2.671679 -0.05 0.62 0.32 0.123
O 3.386268 -6.653545 -0.526321 2.02 0.67 -2.01 0.116
O -1.870732 -4.706545 1.114679 -0.67 -0.49 -0.11 0.060
O 5.177268 0.112455 -3.188321 -8.87 -1.65 -0.97 -0.051
H 1.777268 -4.033545 -2.796321 0.39 0.35 -1.00 0.064
H 3.929268 -3.442545 -4.029321 -0.88 1.06 -0.11 0.105
C -0.301732 4.100455 -1.401321 -0.90 0.05 0.32 -0.028
H -5.380732 3.834455 0.474679 -0.17 -0.82 0.01 0.094
H 1.098268 4.481455 0.827679 -0.58 -0.43 0.77 0.066
H 2.461268 -0.951545 -1.040321 0.55 -0.16 0.12 0.072
H 3.424268 -7.141545 -2.498321 -0.29 0.23 -0.09 0.135
H 0.179268 2.708455 4.103679 0.11 -0.59 1.34 0.095
H -0.538732 -4.820545 2.656679 0.00 0.10 0.71 0.108
H -0.334732 -0.645545 1.830679 0.60 1.03 -1.65 0.048
H -0.699732 -0.290545 -0.839321 0.24 -0.47 -0.44 0.086
O 2.218268 -6.953545 1.307679 0.01 0.49 -2.40 0.109
O 0.116268 -1.666545 5.274679 -1.29 8.21 -2.05 -0.048
H 0.678268 4.560455 -1.313321 0.13 0.02 0.68 0.079
O -2.806732 6.581455 -1.275321 -2.23 0.49 -0.84 0.042
C 0.234268 0.176455 7.226679 0.04 -0.68 0.98 -0.056
H 2.462268 4.012455 1.768679 0.07 -0.32 0.43 0.090
H -0.023732 4.289455 3.306679 0.13 -1.21 -0.32 0.154
C -0.069732 3.166455 3.193679 0.00 1.39 -1.28 -0.042
O -0.299732 0.111455 3.688679 0.50 0.20 3.02 0.004
H 0.265268 -4.292545 -1.936321 0.57 0.09 -0.07 0.086
O -1.419732 2.826455 2.827679 0.41 0.08 -0.21 0.088
H 3.918268 2.262455 -2.338321 1.45 -0.04 1.60 0.047
H 1.140268 -0.422545 7.260679 -0.36 -0.53 0.24 0.097
H -3.409732 -2.218545 -1.555321 0.15 -0.74 -2.50 0.041
O -4.806732 5.456455 -1.152321 4.55 -0.42 0.23 0.104
O 5.376268 0.626455 0.129679 1.02 -1.21 0.30 0.110
C 4.495268 1.594455 0.282679 1.41 3.93 -2.22 -0.610
C 1.609268 3.595455 1.240679 0.81 -0.37 -1.98 -0.015
H 0.676268 -1.743545 -2.133321 0.97 -0.49 0.83 0.061
H 2.095268 -2.039545 0.358679 0.78 0.00 0.00 0.096
H 1.144268 -6.456545 -2.658321 -0.64 -0.15 0.19 0.155
C 2.309268 -1.012545 0.038679 0.69 0.02 0.35 0.016
H -5.731732 2.897455 2.652679 -0.84 0.01 0.55 0.069
H -2.523732 0.029455 -2.786321 1.14 0.44 0.01 0.083
O 4.689268 2.777455 -0.017321 0.00 -2.42 0.93 0.098
H 5.209268 -1.135545 1.308679 0.90 0.17 0.13 0.134
H -6.234732 1.260455 1.857679 -0.30 0.27 0.88 0.077
C -3.559732 5.448455 -1.088321 -2.96 1.85 -0.76 -0.496
H -0.643732 -6.233545 1.610679 -0.83 -2.48 0.36 0.075
O 3.330268 1.165455 0.634679 -2.06 -1.24 0.67 0.086
C -5.645732 2.181455 1.857679 0.76 -0.81 -1.51 -0.093
H 0.675268 -0.853545 -3.561321 -0.44 0.26 -0.15 0.118
H 0.302268 0.825455 -1.640321 0.49 -0.16 -0.56 0.088
O -2.733732 4.450455 -0.861321 0.72 -1.01 0.30 0.102
H 0.191268 -4.991545 1.084679 0.59 1.05 -0.61 0.061
O -0.722732 -2.751545 0.325679 -6.62 -4.40 1.07 -0.105
O -3.167732 -3.218545 0.197679 1.97 -1.11 0.94 0.017
H 5.205268 -2.340545 -4.054321 0.92 1.09 -0.45 0.088
C -0.717732 -0.871545 2.769679 -1.62 -0.65 -0.65 -0.046
H -2.908732 -1.208545 -0.312321 0.80 0.46 0.43 0.078
H 1.705268 -3.853545 -1.062321 0.32 -0.36 0.23 0.083
C -1.715732 0.722455 -2.424321 0.03 -0.13 1.33 -0.079
H -0.414732 -1.867545 2.879679 0.99 -1.22 1.27 0.068
H -4.615732 1.859455 1.914679 0.42 -0.15 -0.08 0.038
H -1.213732 7.166455 -0.404321 1.24 -0.03 0.01 0.137
H 3.244268 -0.369545 1.912679 -0.32 -0.34 1.01 0.142
C 0.782268 2.566455 2.033679 0.91 1.38 0.32 -0.294
O 0.099268 0.649455 5.898679 -0.86 -0.37 -2.85 -0.023
H 4.452268 -2.783545 -2.572321 0.67 -0.28 1.60 0.069
N -1.813732 -2.861545 -3.422321 3.02 2.68 1.17 0.160
C -1.370732 4.939455 -0.666321 0.80 -0.31 -1.19 -0.257
H 3.709268 -5.381545 -2.218321 -0.16 -0.71 0.60 0.126
C -5.893732 2.841455 0.505679 1.12 1.58 0.31 -0.254
H -2.209732 1.264455 -1.565321 0.66 -0.09 -1.03 0.061
O -2.416732 1.761455 1.079679 3.01 1.20 1.66 0.092
C -1.890732 -3.567545 0.539679 3.94 6.17 -2.26 -0.376
H 2.300268 2.760455 -2.654321 0.10 -0.97 -0.58 0.103
C 3.786268 -0.175545 -3.326321 7.36 1.75 1.41 -0.330
H -0.854732 6.400455 -2.118321 -0.85 0.89 1.09 0.153
C -0.417732 0.039455 -1.855321 -2.69 0.49 0.93 -0.242
H -4.322732 1.923455 -0.630321 -0.30 -0.17 -0.04 0.086
O 3.354268 -1.453545 -3.527321 -1.20 3.18 -0.45 -0.024
C 3.141268 2.132455 -3.012321 0.28 0.88 -1.40 -0.019
H -0.316732 3.066455 -1.032321 0.22 0.34 -0.15 0.069
C -1.427732 6.400455 -1.134321 -0.07 -1.38 -0.90 -0.093
H 2.057268 3.162455 0.272679 -0.63 0.19 1.71 0.091
C -3.527732 -2.045545 -0.553321 2.25 0.21 1.49 -0.007
O -0.153732 1.944455 1.209679 -1.99 0.20 -0.82 0.048
C 2.274268 -6.680545 0.102679 -1.74 -1.36 6.81 -0.617
C 4.778268 -0.654545 0.442679 -0.13 1.35 1.58 -0.045
C 1.364268 -4.445545 -1.910321 -1.76 -0.23 0.39 -0.021
C -0.057732 -0.316545 4.948679 1.40 -7.13 2.29 -0.355
```
Positions in Å, forces in eV/Å.

LUMO level (eV): 0.07
Energy (Eh): -2980.39760
2S+1: 1
Relative energy (zero: lowest compared OMol25 entry of this formula, charge and spin) (kJ/mol): 155.3
SMILES: C[C@H]1COC(=O)O1.C[C@H]1COC(=O)O1.C[C@H]1COC(=O)O1.C[C@H]1COC(=O)O1.COC(=O)OC.COC(=O)OC.COC(=O)OC.CCCC#N.CCCC#N

=====

[2]
Formula: C33H57BeN2O8
Source: the Open Molecules 2025 dataset
Level of theory: ωB97M-V/def2-TZVPD

```
101
Properties=species:S:1:pos:R:3:forces:R:3:lowdin_charge:R:1
C -5.104732 1.818192 0.011016 0.18 -0.25 0.29 -0.016
C 4.010174 0.695891 0.677407 0.77 -0.46 0.89 -0.016
O 3.783758 -3.858787 -3.378454 -0.47 0.97 2.59 0.054
H 0.334146 -6.968833 2.121489 -0.21 -0.26 -0.45 0.094
H 3.393056 -1.073030 3.006951 -0.26 0.10 -0.36 0.083
O -2.052770 2.418324 -2.432489 -0.23 0.42 0.08 -0.033
H -2.420682 5.412260 -1.597045 -0.18 0.24 0.68 0.089
H 3.000938 -1.549402 -3.589496 0.03 -0.03 0.14 0.080
H -1.109757 1.410714 -5.961517 -0.10 -0.08 -0.11 0.108
H 1.114413 0.883295 -2.468016 -0.60 -0.19 0.10 0.092
H 2.167930 -3.509730 -0.496857 0.06 0.55 -0.37 0.073
H 5.589383 2.371894 -1.065659 0.13 -0.15 0.26 0.100
H -5.758856 1.211186 0.636937 -0.12 -0.02 0.18 0.101
H -3.019149 -1.084416 4.258761 -0.08 -0.21 -0.12 0.092
C 2.258284 1.247878 -5.624766 -0.48 0.49 0.68 -0.035
O -0.534023 -0.801324 -1.246954 -0.65 0.55 -1.37 -0.283
O -1.568691 -6.793663 0.227517 0.00 1.42 0.18 0.068
C 1.008429 1.394792 -6.266958 1.17 -0.99 0.63 -0.036
H -1.159224 4.107888 2.297681 0.04 0.03 0.21 0.088
H -5.447461 2.850191 0.085972 -0.11 -0.06 -0.31 0.095
H 4.797270 1.194078 -2.062280 -0.03 -0.29 0.22 0.069
Be -2.213927 -0.018940 -3.001998 2.32 1.69 2.99 1.074
H 1.085321 -1.601464 2.182279 -0.44 -0.29 -0.08 0.066
H 3.900241 -3.845952 -0.534803 0.01 -0.39 0.52 0.097
H -4.113145 1.706222 0.449555 -0.10 -0.03 -0.15 0.069
H -0.733866 -1.002980 0.795527 -0.24 -0.35 0.13 0.074
C -0.075850 4.147802 2.184522 0.25 -1.09 -0.40 -0.025
O -4.365621 0.393694 -1.715096 1.77 -1.23 -0.93 -0.012
C -1.554992 -4.458990 0.954033 -0.08 -0.05 -1.23 -0.022
H -2.716215 -2.628876 3.293378 0.19 0.04 0.68 0.062
H 2.725483 -4.955541 -1.304101 0.36 -0.03 0.01 0.090
H 0.697617 -5.289297 1.958441 -0.19 0.25 0.26 0.059
C 1.734488 2.770235 3.400121 0.63 -0.73 0.79 -0.021
C 3.708543 1.820041 -0.271640 0.66 -0.26 0.06 -0.511
C 2.314619 1.093982 -4.242936 -2.39 -0.08 -0.14 -0.035
H -0.406939 3.688555 -3.923270 -0.19 0.26 -0.08 0.068
C -5.171387 1.222262 -1.357366 -0.51 1.38 -0.18 -0.481
H 4.275590 2.872459 -2.061659 -0.34 -0.04 0.17 0.088
H 1.141644 -6.263459 0.672017 -0.29 -0.58 -0.32 0.079
C -3.909495 -2.090150 1.060229 0.48 0.23 -0.23 -0.018
H -3.143030 -2.142131 0.286971 0.63 -0.06 0.27 0.066
H -2.523752 -4.339995 0.468794 -0.18 -0.53 0.48 0.062
C -0.228954 -0.367567 0.067928 -1.47 -0.63 -0.60 -0.418
C 0.826232 -2.833716 5.213222 0.53 0.63 0.52 -0.148
H -1.747144 4.442457 -0.209025 0.53 0.25 -0.27 0.079
H 1.006306 1.323270 -7.344584 -0.40 0.56 -0.07 0.113
C 0.337170 -6.152609 1.399090 1.19 1.19 0.78 -0.027
H -5.745130 2.693557 -2.666631 -0.57 0.35 0.01 0.099
C -2.672753 -1.540409 3.331299 -0.39 -0.07 -1.43 -0.008
C 2.665083 -1.572009 3.629418 -1.73 -0.23 -1.93 -0.079
C -3.543509 -1.080535 2.149670 -0.92 0.43 0.54 -0.440
C 1.354777 -1.915795 3.179774 0.64 -0.30 1.77 -0.096
H 0.197758 5.115920 1.765000 0.25 -0.09 0.11 0.094
N 0.427573 -2.549663 3.985101 1.70 1.29 -2.16 0.052
H -3.283589 4.022585 -0.808291 -0.11 0.04 -0.38 0.072
C 4.608910 2.055552 -1.421599 0.82 0.24 -1.19 -0.028
H 3.986059 -1.618808 5.295746 0.17 -0.04 -0.10 0.112
H 0.151194 1.674128 -0.152322 -0.04 0.45 0.21 0.060
C -0.545375 1.057582 0.415789 0.38 -0.02 -0.55 -0.082
H 3.798070 1.037812 1.690423 -0.52 -0.11 -0.05 0.070
H -4.755150 -1.792496 0.440263 -0.40 0.13 0.67 0.079
C -0.993226 -5.868437 0.779324 -0.60 -1.24 0.16 -0.467
C -0.138806 1.315619 -5.498244 0.02 0.08 0.05 -0.153
C 3.015005 -1.811613 -2.531600 0.10 0.64 0.09 -0.031
O 0.301885 4.316206 4.501124 0.00 0.07 0.79 0.091
C 3.362412 -3.243491 -2.379469 -0.68 -1.41 -3.32 -0.480
C 2.975495 -3.912896 -1.107914 0.57 -0.78 0.35 -0.018
H 3.535973 -0.266876 0.486821 -0.55 0.23 -0.21 0.071
C 1.060209 1.014612 -3.538623 0.86 0.44 -1.26 -0.087
H 2.349465 -2.708634 6.753121 -0.06 -0.17 0.01 0.104
H -6.454564 1.109218 -3.113066 0.36 0.02 -0.06 0.088
H 3.266939 0.957322 -3.752226 -0.19 0.11 0.23 0.083
H -1.564360 1.312043 0.124212 -0.10 0.00 0.25 0.067
N -0.150951 1.147542 -4.158896 1.08 -1.34 0.42 0.018
H 0.834629 -0.518586 0.252518 0.50 -0.13 -0.38 0.090
H -4.014363 -3.088674 1.484572 -0.20 0.11 -0.13 0.075
C -6.217179 1.785403 -2.291768 0.11 -1.12 0.42 0.004
C 0.630445 3.806584 3.467868 0.25 0.62 -0.09 -0.493
H 2.044527 -1.641367 -2.065477 -0.11 0.23 -0.04 0.071
H -0.966283 -3.771462 0.346726 0.62 0.06 0.01 0.077
C -1.698496 3.583825 -2.237181 -0.67 -1.04 0.81 -0.442
H -0.373662 1.145266 1.488602 -0.16 0.44 -0.02 0.073
H 0.261509 3.312829 1.570433 -0.36 0.48 -0.93 0.035
H -1.633638 -1.252246 3.172217 0.02 -0.01 -0.03 0.051
H 2.229758 2.661844 4.365040 -0.27 0.27 0.21 0.084
H 5.061393 0.414737 0.740565 0.28 0.29 -0.50 0.090
O -4.060202 0.023449 2.152779 0.52 -0.43 -0.13 0.035
H 1.312830 1.783909 3.206584 -0.33 -0.09 -0.19 0.070
C 2.104878 -2.527137 5.716952 -0.60 -0.02 -0.33 -0.041
H 0.268215 4.146119 -2.406517 0.20 0.61 0.17 0.107
C 3.028034 -1.898947 4.883286 -0.14 -0.62 2.28 -0.095
H 3.207343 1.317132 -6.135553 -0.14 -0.16 -0.47 0.116
H 3.758257 -1.204139 -2.015221 0.05 0.22 0.11 0.078
H -1.519424 -4.048397 1.963110 -0.03 -0.38 0.10 0.069
H 0.015500 -3.190730 5.830993 0.25 -0.43 0.38 0.106
H -0.922934 5.287280 -3.225006 0.52 -0.02 0.06 0.096
H 2.557519 2.861806 2.691373 -0.45 0.62 -0.48 0.064
H -7.138732 1.895174 -1.720101 0.05 0.77 -0.14 0.096
C -0.625395 4.258821 -3.020410 -0.15 -0.80 -0.37 0.002
O 2.840978 2.611965 -0.035082 -1.25 0.49 0.32 0.070
C -2.326276 4.430796 -1.132369 -0.18 -0.63 -0.67 0.021
```
Positions in Å, forces in eV/Å.

LUMO level (eV): -6.31
Energy (Eh): -2017.33225
2S+1: 1
Charge: +1

=====

Number 1: HOMO-LUMO gap 10.361 eV. Number 2: HOMO-LUMO gap 4.918 eV.